No. 1
ORCA calculation (ωB97M-V/def2-TZVPD) on a cluster of 11 separate species, C51H99F5O33 in total.

LUMO level (eV): 0.02
Total charge: 0
HOMO energy (eV): -9.00
SMILES string: O=C1OC[C@@H](F)O1.O=C1OC[C@@H](F)O1.O=C1OC[C@@H](F)O1.O=C1OC[C@@H](F)O1.O=C1OC[C@@H](F)O1.COCCOCCOC.COCCOCCOC.COCCOCCOC.COCCOCCOC.COCCOCCOC.COCCOCCOC
Calculated total energy (a.u.): -4984.4941

Geometry (Å):
O1 -0.3688 6.5200 -2.6656
C1 0.6133 5.9720 -3.0312
O2 0.9234 5.5756 -4.3026
C2 2.0822 4.6995 -4.2935
C3 2.5671 4.8798 -2.8683
F1 3.6620 5.7499 -2.7820
O3 1.5283 5.4116 -2.1302
H1 1.7331 3.6799 -4.5152
H2 2.7782 5.0640 -5.0844
H3 2.9029 3.9362 -2.4088
O4 -2.3282 1.7892 -4.6430
C4 -3.4474 1.9723 -4.2423
O5 -3.7631 1.8683 -2.9764
C5 -5.1556 2.0749 -2.8236
C6 -5.7276 2.3238 -4.2418
F2 -6.3112 3.5401 -4.4735
O6 -4.4944 2.2728 -5.0387
H4 -5.5063 1.2445 -2.2802
H5 -5.2459 3.0133 -2.1821
H6 -6.4724 1.5544 -4.4916
O7 2.8575 2.0976 -5.4737
C7 2.1212 1.8110 -6.3207
O8 0.8955 1.3620 -6.1246
C8 0.2899 0.9643 -7.3675
C9 1.2683 1.4791 -8.3866
F3 0.6372 2.5526 -8.9728
O9 2.4322 1.8999 -7.6502
H7 0.2236 -0.1350 -7.3521
H8 -0.6944 1.4411 -7.3535
H9 1.6715 0.7228 -9.0754
O10 0.4786 -0.3811 0.4889
C10 0.5462 -0.0963 -0.6336
O11 -0.3946 -0.0271 -1.6277
C11 0.1930 0.2740 -2.8683
C12 1.5114 0.9534 -2.4855
F4 1.5231 2.3028 -2.5079
O12 1.7390 0.5975 -1.1671
H10 0.3234 -0.6669 -3.4182
H11 -0.5390 0.8965 -3.4300
H12 2.3632 0.5567 -3.0635
O13 1.7401 -1.6243 -7.3572
C13 2.7226 -1.6920 -6.7115
O14 3.8034 -0.9042 -6.9722
C14 4.6940 -1.2373 -5.9267
C15 3.9510 -2.1539 -4.9888
F5 3.4535 -1.5255 -3.9237
O15 2.9290 -2.6327 -5.7850
H13 5.4262 -1.9011 -6.3307
H14 5.1840 -0.4122 -5.4292
H15 4.4926 -3.0608 -4.6819
C16 5.4702 -0.8995 1.8842
O16 6.0395 -0.0058 1.0085
C17 4.9667 0.5174 0.2111
C18 5.4573 1.5966 -0.7017
O17 6.0473 1.1255 -1.9148
C19 6.9553 2.0287 -2.4649
C20 7.6197 1.2896 -3.6442
O18 8.3486 0.0779 -3.3197
C21 7.6051 -1.0234 -3.0121
H16 6.2838 -1.4998 2.3243
H17 4.8368 -1.6264 1.3088
H18 4.8508 -0.4201 2.6480
H19 4.2257 1.0626 0.7840
H20 4.5453 -0.2975 -0.3743
H21 6.1778 2.1348 -0.0948
H22 4.6018 2.2884 -0.9138
H23 7.7491 2.3924 -1.8244
H24 6.4135 2.8261 -2.9777
H25 8.3352 1.9854 -4.0561
H26 6.9407 0.9838 -4.4693
H27 6.8851 -0.8596 -2.2038
H28 8.2653 -1.8141 -2.6836
H29 7.0040 -1.3072 -3.9061
C22 -0.9307 -6.8645 4.6958
O19 0.1303 -6.3435 5.4302
C23 1.3545 -6.7217 4.8322
C24 1.8062 -6.0507 3.5608
O20 2.3220 -4.7746 3.9931
C25 2.6787 -3.8593 3.0089
C26 1.5742 -3.2277 2.1434
O21 1.0762 -4.1293 1.1242
C27 1.7118 -3.9431 -0.1154
H30 -1.8030 -6.9941 5.3397
H31 -0.7212 -7.8031 4.1981
H32 -1.1864 -6.1174 3.9427
H33 1.3057 -7.8192 4.6369
H34 2.0688 -6.5986 5.6420
H35 1.0030 -5.9965 2.8056
H36 2.6792 -6.7103 3.1922
H37 3.4137 -4.3455 2.3118
H38 3.2325 -3.0877 3.5361
H39 2.1163 -2.3640 1.6920
H40 0.6939 -2.8825 2.6964
H41 2.7532 -4.1308 0.0090
H42 1.6049 -2.9139 -0.3578
H43 1.2030 -4.5680 -0.8990
C28 -3.7560 -1.5146 -3.2252
O22 -5.0402 -1.1599 -3.6982
C29 -6.0943 -1.9893 -3.4584
C30 -6.4169 -2.1361 -2.0380
O23 -7.0478 -0.9485 -1.6737
C31 -7.4437 -0.8430 -0.2624
C32 -7.7436 0.6218 0.0166
O24 -6.7147 1.5218 -0.4422
C33 -7.1892 2.8224 -0.1304
H44 -3.7459 -1.5196 -2.1137
H45 -3.0241 -0.7403 -3.5434
H46 -3.4915 -2.4738 -3.5455
H47 -5.9335 -2.9315 -3.8817
H48 -6.9566 -1.5951 -3.9554
H49 -5.5276 -2.2664 -1.4777
H50 -7.0114 -2.9865 -1.7696
H51 -6.5584 -1.2277 0.2853
H52 -8.3408 -1.4719 -0.1320
H53 -7.8465 0.8239 1.1148
H54 -8.7829 0.9060 -0.3810
H55 -6.4602 3.4999 -0.5616
H56 -7.2470 2.8667 0.9173
H57 -8.1600 3.0370 -0.6080
C34 -1.2621 8.6841 2.0682
O25 -0.1614 7.9669 2.6118
C35 0.5138 7.0287 1.8356
C36 0.0734 5.5787 2.0577
O26 -1.2693 5.1704 1.6476
C37 -1.3610 5.0214 0.2503
C38 -2.2328 3.7697 -0.0298
O27 -1.6003 2.6016 0.4750
C39 -2.3372 1.3953 0.3106
H58 -0.9155 9.4222 1.3410
H59 -1.7377 9.2357 2.8740
H60 -1.9905 8.0153 1.6100
H61 1.5185 7.1396 2.1516
H62 0.4317 7.3040 0.7634
H63 0.1025 5.3290 3.1311
H64 0.8248 4.9301 1.5619
H65 -0.3465 4.8181 -0.1598
H66 -1.7128 5.8814 -0.3062
H67 -2.3458 3.7123 -1.1195
H68 -3.2954 3.8295 0.3865
H69 -3.2914 1.4480 0.8683
H70 -1.7974 0.6140 0.7748
H71 -2.4887 1.0843 -0.7160
C40 1.7084 1.8474 3.4808
O28 2.1021 0.6299 4.0527
C41 1.0154 0.0202 4.7203
C42 1.4483 -1.2809 5.3908
O29 1.5581 -1.0877 6.7685
C43 2.0020 -2.2687 7.4145
C44 3.4880 -2.3640 7.4814
O30 4.0222 -1.3743 8.3825
C45 5.3834 -1.4798 8.7722
H72 2.6265 2.1420 2.9908
H73 1.3208 2.5827 4.1718
H74 0.9838 1.7979 2.6463
H75 0.2408 -0.2510 4.0016
H76 0.4779 0.6714 5.4177
H77 2.2863 -1.7834 4.9516
H78 0.5555 -1.9646 5.2707
H79 1.5887 -3.1984 6.9062
H80 1.7267 -2.1331 8.4448
H81 4.0289 -2.2063 6.5196
H82 3.6861 -3.4599 7.7154
H83 5.6528 -0.5312 9.1785
H84 6.0279 -1.7400 7.9015
H85 5.4593 -2.2285 9.5716
C46 -5.2982 -1.4156 5.9626
O31 -5.9588 -2.1979 5.0421
C47 -5.1298 -2.8293 4.0306
C48 -5.2322 -1.9971 2.8040
O32 -4.5230 -2.5947 1.7916
C49 -3.3532 -1.8642 1.4370
C50 -2.4453 -2.8068 0.7118
O33 -2.9429 -3.0636 -0.5326
C51 -2.1440 -4.0283 -1.2198
H86 -4.4229 -1.8603 6.5079
H87 -5.9974 -0.9809 6.7121
H88 -4.8218 -0.5911 5.4244
H89 -5.5461 -3.7937 3.8064
H90 -4.1494 -3.0174 4.3789
H91 -4.9907 -0.9639 2.8486
H92 -6.2999 -1.9835 2.6008
H93 -2.7831 -1.4723 2.3103
H94 -3.7089 -1.0125 0.8543
H95 -2.5628 -3.6963 1.3031
H96 -1.3701 -2.4547 0.7061
H97 -2.1416 -4.9773 -0.6252
H98 -1.1250 -3.6969 -1.3597
H99 -2.7530 -4.2294 -2.1258

Mulliken population analysis, charges in e, atoms 1 to 2: -0.4839 0.5902



No. 2
ORCA calculation (ωB97M-V/def2-TZVPD) on a cluster of 2 separate species, C2H3Cl2I in total.

Energy relative to the best compared isomer or geometry (same formula, charge and spin) (kcal per mole): 66.0
LUMO level (alpha / beta) (eV): -1.00 / -0.25
Total charge: 0
HOMO energy (alpha / beta) (eV): -8.36 / -9.10
Calculated total energy (a.u.): -1295.9178

Geometry (Å):
C1 0.2496 0.9526 2.0491
C2 -2.4245 1.2875 -1.1093
Cl1 -0.9549 0.5274 -0.3964
Cl2 -2.3046 2.8646 -1.7041
I1 -0.4744 -0.9330 2.7197
H1 -0.4608 1.7511 2.2082
H2 1.0129 0.9448 1.3465
H3 -3.2930 1.2336 -0.2962

Mulliken population analysis, charges in e, atoms 1 to 2: -0.9412 -0.1015



Q: The highest calculated total energy belongs to which entry?
A: C2H3Cl2I